[1]
Below is a structure of composition C35H44IrN11, with properties calculated with ωB97M-V with the def2-TZVPD basis set.

Structure (XYZ):
```
91
Properties=species:S:1:pos:R:3
Ir 0.458 -0.100 -0.259
C 0.670 -3.036 1.290
N -0.359 -3.510 0.386
C -0.004 -4.718 -0.359
C -1.417 -2.766 0.032
N -1.398 -1.413 0.163
C -2.525 -0.657 0.194
C -3.796 -1.131 0.610
C -4.934 -0.433 0.319
C -4.852 0.762 -0.440
C -3.638 1.354 -0.635
C -2.448 0.741 -0.172
N -1.255 1.379 -0.100
C -1.137 2.707 0.151
N -0.013 3.362 -0.169
C 0.842 3.037 -1.301
C 0.478 4.467 0.651
N -2.077 3.419 0.813
C -2.368 4.806 0.456
C -2.865 2.910 1.926
N -2.456 -3.444 -0.504
C -3.208 -2.987 -1.663
C -2.866 -4.743 0.021
H 1.282 -3.882 1.593
H 0.233 -2.585 2.178
H 1.321 -2.300 0.799
H 1.040 -4.637 -0.666
H -0.612 -4.819 -1.253
H -0.112 -5.617 0.247
H -3.857 -2.078 1.125
H -5.900 -0.814 0.622
H -5.755 1.221 -0.821
H -3.566 2.314 -1.127
H 0.538 2.112 -1.779
H 1.876 2.934 -0.971
H 0.801 3.841 -2.040
H 0.055 4.423 1.651
H 0.267 5.445 0.217
H 1.561 4.372 0.728
H -1.913 5.057 -0.499
H -2.030 5.509 1.219
H -3.450 4.911 0.361
H -2.511 1.931 2.240
H -3.923 2.836 1.673
H -2.764 3.602 2.764
H -2.807 -2.051 -2.047
H -4.264 -2.853 -1.426
H -3.133 -3.743 -2.448
H -2.362 -4.956 0.960
H -2.678 -5.556 -0.682
H -3.943 -4.712 0.205
N 1.794 0.371 3.803
C 0.484 0.261 4.190
C -0.238 0.120 3.041
N 0.616 0.142 1.974
C 1.837 0.297 2.458
C 2.931 0.352 1.531
N 2.654 0.326 0.237
C 3.848 0.365 -0.430
C 4.861 0.418 0.482
N 4.264 0.409 1.715
H 2.570 0.514 4.431
H 0.179 0.286 5.222
H -1.301 -0.001 2.922
H 3.898 0.361 -1.505
H 5.930 0.447 0.356
H 4.762 0.441 2.591
N 0.098 -0.309 -2.193
C 0.058 -0.247 -3.450
C -1.021 0.458 -4.188
C -1.431 0.012 -5.447
C -2.450 0.668 -6.118
C -3.061 1.777 -5.552
C -2.660 2.224 -4.298
C -1.651 1.567 -3.619
C 1.127 -0.942 -4.223
C 1.643 -2.152 -3.753
C 2.617 -2.814 -4.478
C 3.106 -2.262 -5.655
C 2.636 -1.031 -6.093
C 1.649 -0.367 -5.384
H -0.982 -0.863 -5.896
H -2.763 0.320 -7.093
H -3.851 2.293 -6.081
H -3.126 3.100 -3.865
H -1.324 1.922 -2.650
H 1.248 -2.574 -2.836
H 2.989 -3.768 -4.129
H 3.852 -2.793 -6.231
H 3.032 -0.586 -6.995
H 1.303 0.603 -5.713
```

Calculated values
Charge: +3
⟨S²⟩: 0.7831
Gap between HOMO and LUMO (alpha / beta): 4.96 / 5.08 eV
Energy above the lowest of the compared OMol25 structures with the same formula, charge and spin: 58.1 kcal per mole
LUMO energy (alpha / beta): -0.3735 / -0.3707 Ha
HOMO (alpha / beta): -15.12 / -15.17 eV
Multiplicity: 2



[2]
Below is the molecule C6H13NO, with properties calculated with ωB97M-V with the def2-TZVPD basis set.

Structure (XYZ):
```
21
Properties=species:S:1:pos:R:3
C -2.439 -0.470 2.087
C -1.148 0.345 1.972
N -0.725 0.764 0.658
C 0.231 -0.089 -0.086
C 0.885 0.453 -1.344
C 2.455 0.137 -1.151
C 0.380 -0.043 -2.631
O 0.483 -1.125 0.470
H -2.758 -0.945 1.063
H -3.328 0.071 2.345
H -2.300 -1.285 2.752
H -0.986 1.319 2.621
H -0.225 -0.340 2.485
H -0.902 1.698 0.421
H 0.619 1.452 -1.259
H 2.953 -0.199 -2.102
H 2.431 -0.650 -0.428
H 2.885 1.045 -0.673
H -0.645 0.350 -2.714
H 0.282 -1.067 -2.549
H 1.001 0.199 -3.405
```

Calculated values
Gap between HOMO and LUMO: 10.41 eV
Energy above the lowest of the compared OMol25 structures with the same formula, charge and spin: 46.3 kcal per mole
LUMO energy: 0.0366 Ha
HOMO: -9.41 eV
SMILES: CCNC(=O)C(C)C
Multiplicity: 1



[3]
Below is a cluster of 2 separate species, C6H16 in total, with properties calculated with ωB97M-V with the def2-TZVPD basis set.

Structure (XYZ):
```
22
Properties=species:S:1:pos:R:3
C 1.011 -0.491 0.477
C 1.997 0.679 0.439
C 0.983 -1.235 -0.886
C 1.215 -1.503 1.622
H 0.007 -0.116 0.516
H 1.669 1.580 -0.069
H 1.945 -1.159 -1.407
H 0.802 -2.296 -0.772
H 0.182 -0.913 -1.556
H 1.830 -1.038 2.406
H 0.278 -1.711 2.134
H 2.939 0.295 0.053
H 2.252 0.925 1.479
H 1.780 -2.348 1.258
C -1.934 1.818 -0.632
C -2.754 0.555 -0.816
H -0.946 1.621 -0.235
H -1.778 2.405 -1.538
H -2.454 2.467 0.059
H -2.294 -0.355 -0.428
H -3.703 0.556 -0.267
H -3.027 0.264 -1.836
```

Calculated values
Gap between HOMO and LUMO: 12.17 eV
Energy above the lowest of the compared OMol25 structures with the same formula, charge and spin: 15.5 kcal per mole
LUMO energy: 0.0394 Ha
HOMO: -11.10 eV
SMILES: CC(C)C.CC
Multiplicity: 1



[4]
Below is a cluster of 2 separate species, C4H7Cl4O2P in total, with properties calculated with ωB97M-V with the def2-TZVPD basis set.

Structure (XYZ):
```
18
Properties=species:S:1:pos:R:3
C -2.743 0.705 -0.725
C -1.293 1.013 -0.386
C 1.998 -0.869 1.305
C -0.307 -1.105 0.190
O 2.382 -0.712 -1.426
O -0.449 -0.114 -0.654
P 2.591 -0.065 -0.134
Cl 0.015 -2.607 -0.574
Cl -1.274 -1.194 1.607
Cl 4.565 0.364 0.102
Cl 1.818 1.785 -0.073
H -2.808 0.283 -1.725
H -3.175 -0.002 -0.021
H -3.317 1.625 -0.688
H -1.179 1.325 0.655
H -0.901 1.796 -1.038
H 2.187 -1.923 1.373
H 1.890 -0.307 2.212
```

Calculated values
Gap between HOMO and LUMO (alpha / beta): 7.33 / 8.09 eV
Energy above the lowest of the compared OMol25 structures with the same formula, charge and spin: 27.5 kcal per mole
LUMO energy (alpha / beta): -0.0380 / -0.0267 Ha
HOMO (alpha / beta): -8.37 / -8.82 eV
Multiplicity: 1



[5]
Below is a cluster of 2 separate species, CH6S2 in total, with properties calculated with ωB97M-V with the def2-TZVPD basis set.

Structure (XYZ):
```
9
Properties=species:S:1:pos:R:3
C -2.599 -1.247 1.633
H -3.037 -0.319 1.294
H -1.947 -0.969 2.462
H -1.906 -1.625 0.893
H -3.339 -1.927 2.036
S 0.531 -0.401 -1.071
S 1.101 1.228 0.048
H -0.741 -0.022 -1.251
H 0.787 0.861 1.306
```

Calculated values
Gap between HOMO and LUMO: 10.06 eV
Energy above the lowest of the compared OMol25 structures with the same formula, charge and spin: 2.1 kcal per mole
LUMO energy: 0.0126 Ha
HOMO: -9.72 eV
SMILES: SS.C
Multiplicity: 1